No. 1
ORCA calculation (wB97M-V/def2-TZVPD) on an isolated molecule of C4H9ClO in a non-equilibrium geometry.

Calculated values
Relative energy (zero: lowest compared OMol25 entry of this formula, charge and spin) in eV: 1.5525
Multiplicity: 1
Strongest force on any atom in eV/A: 3.4
E_HOMO in eV: -9.79
Kohn-Sham gap in eV: 10.73

Cartesian coordinates (Å):
C: 2.278 -0.711 -0.314
C: 0.187 0.115 0.626
C: -1.336 -0.125 0.400
C: -1.934 0.891 -0.605
H: 2.658 -1.672 0.031
H: 2.757 -0.452 -1.335
H: 2.865 -0.089 0.490
H: 0.617 1.097 0.914
H: 0.483 -0.500 1.513
H: -1.870 0.046 1.331
H: -1.412 0.778 -1.586
H: -1.620 1.941 -0.164
H: -3.084 0.906 -0.715
O: 0.905 -0.410 -0.449
Cl: -1.494 -1.815 -0.138

=====

No. 2
ORCA calculation (wB97M-V/def2-TZVPD) on a cluster of 2 separate species, C9H18O2P in total in a non-equilibrium geometry.

Calculated values
Total charge: -1
Relative energy (zero: lowest compared OMol25 entry of this formula, charge and spin) in eV: 2.9021
Multiplicity: 1
Strongest force on any atom in eV/A: 4.9
E_HOMO (alpha / beta) in eV: -4.62 / -4.62
Kohn-Sham gap (alpha / beta) in eV: 7.86 / 7.86

Cartesian coordinates (Å):
C: 2.374 0.907 0.081
C: 0.100 0.525 -0.202
C: 1.174 0.135 0.756
C: 1.498 -1.322 0.542
C: 0.952 0.430 2.274
C: -2.009 0.797 -1.397
C: -1.948 -0.354 0.815
C: -1.241 -1.461 -1.144
C: -1.223 -0.073 -0.452
O: 1.721 -0.208 -2.544
O: 1.311 2.274 -2.212
P: 1.375 0.911 -1.592
H: 2.568 1.938 0.295
H: 3.228 0.235 0.185
H: -0.601 2.376 0.240
H: 0.526 -1.860 0.921
H: 2.347 -1.462 1.181
H: 1.748 -1.673 -0.481
H: 0.463 -0.374 2.603
H: 0.400 1.452 2.497
H: 1.867 0.544 2.855
H: -2.279 1.615 -0.783
H: -2.890 0.302 -1.810
H: -1.337 1.069 -2.209
H: -1.278 -0.796 1.576
H: -2.387 0.599 1.290
H: -2.784 -0.970 0.568
H: -0.968 -2.224 -0.400
H: -0.454 -1.521 -1.992
H: -2.254 -1.809 -1.459

=====

No. 3
ORCA calculation (wB97M-V/def2-TZVPD) on an isolated molecule of C30H52O4.

Calculated values
Relative energy (zero: lowest compared OMol25 entry of this formula, charge and spin) in eV: 0.3077
Multiplicity: 1
Strongest force on any atom in eV/A: 1.0
E_HOMO in eV: -8.98
Kohn-Sham gap in eV: 9.57

Cartesian coordinates (Å):
C: 5.935 1.312 6.901
C: 4.720 0.626 6.354
C: 3.536 1.225 6.324
C: 2.266 0.630 5.792
H: 1.440 0.931 6.438
H: 2.335 -0.459 5.807
C: 2.020 1.131 4.360
H: 1.858 2.209 4.390
H: 2.925 0.942 3.782
C: 0.826 0.472 3.635
C: -0.426 0.571 4.518
H: -0.329 -0.068 5.394
H: -1.305 0.250 3.968
H: -0.567 1.597 4.848
O: 1.131 -0.894 3.356
H: 1.321 -1.328 4.195
C: 0.556 1.176 2.280
H: -0.103 2.019 2.498
C: -0.037 0.298 1.162
C: -1.403 -0.366 1.272
C: -1.640 -1.192 -0.011
H: -0.971 -2.052 0.046
H: -2.658 -1.574 0.049
C: -1.442 -0.411 -1.317
H: -2.170 0.404 -1.291
C: -0.045 0.266 -1.353
C: 0.061 1.096 -2.637
H: -0.610 1.956 -2.585
C: -0.312 0.331 -3.912
O: -0.058 1.162 -5.023
H: -0.567 1.974 -4.916
H: 0.364 -0.510 -4.072
C: -1.766 -0.180 -3.786
H: -2.368 0.679 -3.453
C: -2.426 -0.607 -5.128
C: -1.616 -1.643 -5.912
H: -0.597 -1.288 -6.035
H: -2.042 -1.763 -6.907
H: -1.588 -2.614 -5.428
C: -2.616 0.607 -6.057
H: -1.695 0.861 -6.570
H: -3.367 0.355 -6.803
H: -2.973 1.474 -5.505
C: -3.869 -1.103 -4.832
C: -3.927 -2.161 -3.738
C: -3.308 -1.643 -2.448
H: -3.370 -2.434 -1.700
H: -3.904 -0.798 -2.097
C: -1.838 -1.202 -2.608
C: -1.003 -2.473 -2.796
H: -1.506 -3.173 -3.454
H: -0.022 -2.282 -3.210
H: -0.883 -2.976 -1.842
H: -3.429 -3.071 -4.079
H: -4.974 -2.418 -3.561
O: -4.530 -1.546 -5.998
H: -4.085 -2.344 -6.306
H: -4.455 -0.236 -4.505
H: 1.078 1.477 -2.748
C: 1.118 -0.746 -1.338
H: 0.832 -1.694 -0.899
H: 1.964 -0.366 -0.774
H: 1.474 -0.939 -2.344
C: 0.045 1.193 -0.094
C: 1.391 1.935 0.096
H: 2.162 1.597 -0.593
H: 1.258 3.001 -0.083
C: 1.813 1.686 1.552
H: 2.575 0.907 1.587
H: 2.223 2.586 2.008
C: -1.038 2.287 -0.065
H: -0.968 2.845 0.865
H: -0.883 2.997 -0.873
H: -2.051 1.906 -0.137
H: -2.204 0.373 1.397
O: -1.510 -1.236 2.379
H: -0.611 -1.506 2.622
H: 0.680 -0.519 1.045
H: 3.450 2.243 6.679
C: 4.945 -0.781 5.867
H: 4.500 -1.499 6.557
H: 6.008 -0.993 5.800
H: 4.501 -0.935 4.886
H: 6.361 0.727 7.717
H: 5.695 2.305 7.272
H: 6.697 1.404 6.127

=====

No. 4
ORCA calculation (wB97M-V/def2-TZVPD) on a structure of composition Cl2I2Li in a non-equilibrium geometry.

Calculated values
Total charge: -3
Relative energy (zero: lowest compared OMol25 entry of this formula, charge and spin) in eV: 4.8111
Multiplicity: 1
Strongest force on any atom in eV/A: 6.0
E_HOMO in eV: 3.48
Kohn-Sham gap in eV: 4.13

Cartesian coordinates (Å):
Li: 0.015 -0.258 -0.173
Cl: 1.078 -1.411 0.968
Cl: 0.626 1.456 0.973
I: 0.356 0.396 -2.104
I: -2.075 -0.183 0.336

=====

| no. | total energy (Eh) |
| --- | --- |
| 1 | -693.181598 |
| 2 | -845.508676 |
| 3 | -1475.295816 |
| 4 | -1523.233268 |